1.
Molecular formula: C12H24N4OP2Sr
Method: DFT, wB97M-V/def2-TZVPD

```
44
Properties=species:S:1:pos:R:3:forces:R:3:mulliken_charge:R:1
Sr 0.786 0.150 0.964 1.04 -1.16 0.82 1.908
P 1.077 3.214 0.261 -0.36 0.97 -0.25 -0.083
P 2.486 -2.572 0.890 0.13 -1.34 -0.30 -0.230
N -1.127 0.896 -0.273 -2.88 0.31 -0.47 -0.097
N -0.458 -1.757 -0.146 -0.75 1.55 -0.03 0.025
H -2.888 0.241 -1.352 0.46 0.09 0.80 0.224
H -2.551 -2.139 -0.297 -0.02 -0.07 -0.13 0.439
H -2.871 -0.028 0.430 0.37 0.20 -0.28 0.299
C -2.238 -0.039 -0.483 -0.54 0.33 0.04 -0.653
H -1.774 -1.639 -1.811 -0.02 -0.04 0.18 0.382
C -1.786 -1.477 -0.718 0.95 -0.67 -0.09 -0.965
H -1.741 1.927 -2.124 -1.00 0.22 0.60 0.452
H -0.784 -3.789 -0.553 0.03 0.32 0.02 0.298
C -1.021 1.855 -1.313 2.23 0.39 -0.16 -0.474
C -0.085 -3.022 -0.175 1.76 -1.76 0.57 -0.549
H -1.184 3.749 -0.458 0.63 0.33 -0.36 0.462
C -0.345 3.219 -0.948 -1.65 -0.53 -0.10 -0.929
H -0.045 3.728 -1.884 -0.46 -0.13 0.61 0.490
H 3.437 -2.915 -0.129 0.16 0.40 0.54 0.041
H 2.924 -3.563 1.839 0.19 0.75 -0.23 0.072
H 1.979 3.837 -0.646 0.08 -0.26 0.54 0.075
H 0.655 4.422 0.900 0.33 -0.30 -0.13 0.108
O 2.097 0.887 -1.030 0.14 -0.64 -3.43 -0.632
C 1.969 0.659 -2.278 -1.44 1.03 2.75 0.596
C 1.956 1.795 -3.273 0.36 -0.25 -0.48 -1.051
C 1.659 -0.705 -2.793 0.16 -0.29 0.05 -0.651
H -0.267 1.286 -1.817 1.10 -0.26 -1.27 0.027
H 1.548 2.744 -2.903 0.37 -0.38 0.27 0.266
H 3.021 1.934 -3.535 -0.43 0.21 -0.19 0.376
H 1.378 1.522 -4.181 0.60 0.07 0.52 0.314
H 1.144 -1.328 -2.030 0.59 0.30 -0.26 0.076
H 1.018 -0.668 -3.698 0.69 -0.01 0.41 0.340
H 2.673 -1.099 -3.031 -0.71 -0.31 -0.10 0.350
C 1.151 -3.558 0.238 -2.20 0.46 -0.68 -0.518
H 1.253 -4.638 0.126 0.13 0.34 0.09 0.377
N -1.945 0.246 4.797 0.16 0.03 -0.30 -0.056
C -1.822 -1.144 4.793 0.40 0.99 -0.72 -0.442
C -0.965 -1.387 3.751 -0.07 0.83 0.35 -0.632
N -0.555 -0.183 3.162 -0.48 -0.14 0.21 0.022
C -1.188 0.789 3.801 -0.15 -0.68 0.58 -0.464
H -2.499 0.794 5.421 -0.27 0.05 0.32 0.200
H -2.340 -1.795 5.499 0.27 0.40 -0.38 0.390
H -0.606 -2.334 3.404 0.13 -0.16 -0.17 0.454
H -1.127 1.885 3.604 -0.05 -1.22 0.25 0.366
```
Positions in Å, forces in eV/Å.

## Properties
E_HOMO (alpha / beta): -9.16 / -9.11 eV
2S+1: 2
HOMO-LUMO gap (alpha / beta): 6.53 / 5.18 eV
<S²>: 0.75
Total charge: +1

2.
Molecular formula: C12H24NO6P
Method: DFT, wB97M-V/def2-TZVPD

```
44
Properties=species:S:1:pos:R:3:forces:R:3:mulliken_charge:R:1
C 0.922 1.047 0.489 -0.20 0.47 0.41 -1.050
C 1.498 -0.467 0.161 -0.02 0.67 0.03 0.447
O 0.216 -1.248 0.144 -0.47 0.95 -4.21 -0.352
C -0.304 -0.985 -1.239 -4.14 -1.12 -2.22 0.444
O -1.523 -1.288 -1.740 8.71 2.17 3.97 -0.536
O 0.772 -0.361 -2.078 -1.63 -2.23 2.55 -0.321
C 1.987 -0.836 -1.360 -1.19 -1.67 1.45 -0.044
P 3.713 -0.301 -1.980 1.19 1.02 -1.41 0.211
N 4.876 -0.558 -0.640 -2.49 -1.55 0.37 -0.628
O 4.153 -1.486 -3.203 -1.96 -0.57 3.36 -0.470
H 1.571 1.654 1.251 -1.00 -1.36 -1.57 0.240
H 0.731 1.705 -0.460 0.49 -1.45 1.69 0.331
H -0.137 0.886 1.016 2.42 0.27 -1.18 0.273
H 2.261 -0.806 0.993 -1.99 0.28 -1.61 0.244
H 1.882 -2.006 -1.500 0.58 1.92 0.76 0.245
H 4.872 0.238 0.036 -0.12 -0.71 -0.97 0.316
H 4.568 -1.420 -0.099 0.89 1.28 -0.55 0.289
H 3.790 -2.390 -2.909 0.90 1.68 -0.80 0.328
C -5.452 -0.571 -3.244 -0.20 -0.55 0.20 -0.547
C -4.164 0.137 -3.578 0.53 0.30 0.26 -0.254
C -4.314 0.383 -5.064 0.03 -0.03 -0.39 -0.457
O -5.717 0.533 -5.322 0.07 -0.12 0.29 -0.394
C -6.441 0.125 -4.153 -0.28 0.28 -0.18 -0.416
H -5.726 -0.510 -2.188 0.01 -0.01 -0.13 0.343
H -5.374 -1.630 -3.518 -0.04 0.10 0.07 0.260
H -4.118 1.094 -3.044 0.04 -0.09 -0.05 0.254
H -3.269 -0.437 -3.328 -0.12 0.12 -0.03 0.159
H -3.957 -0.473 -5.646 0.11 0.02 0.02 0.274
H -3.780 1.278 -5.396 -0.13 -0.07 -0.05 0.272
H -6.847 1.026 -3.680 -0.07 -0.05 0.07 0.254
H -7.273 -0.522 -4.442 0.06 0.11 -0.09 0.278
C 3.016 0.832 5.858 0.28 0.44 0.41 -0.528
C 1.712 0.091 5.707 -0.26 -0.57 0.17 -0.560
C 1.187 0.639 4.398 -0.35 0.22 -0.26 -0.376
O 2.329 0.971 3.597 0.08 -0.10 0.25 -0.304
C 3.498 0.920 4.427 0.27 -0.06 -0.34 -0.498
H 3.730 0.334 6.519 -0.06 0.08 -0.10 0.326
H 2.828 1.838 6.252 0.08 -0.11 -0.03 0.259
H 1.906 -0.984 5.611 -0.07 0.10 0.04 0.272
H 1.022 0.241 6.541 0.06 -0.02 -0.13 0.337
H 0.610 1.557 4.554 -0.08 -0.06 0.03 0.272
H 0.559 -0.080 3.864 0.09 0.11 -0.06 0.256
H 4.069 0.029 4.145 0.10 0.02 0.06 0.273
H 4.117 1.803 4.246 -0.10 -0.07 -0.09 0.278
```
Positions in Å, forces in eV/Å.

## Properties
E_HOMO: -9.10 eV
SMILES: C[C@H]1OC(=O)O[C@H]1P(N)O.C1CCOC1.C1CCOC1
HOMO-LUMO gap: 9.34 eV
Total charge: 0

3.
Molecular formula: C12H24O9S
Method: DFT, wB97M-V/def2-TZVPD

```
46
Properties=species:S:1:pos:R:3:forces:R:3:mulliken_charge:R:1
O -1.057 2.985 2.854 -0.42 2.01 1.52 -0.669
O 3.440 -1.756 -0.918 1.16 -0.64 -0.09 -0.652
O -1.402 -1.228 1.764 1.22 -2.33 1.11 -0.576
O -3.702 2.374 -0.783 -1.48 -0.14 -0.40 -0.592
O 3.088 -2.361 1.872 -0.72 -0.73 1.23 -0.649
O 0.602 1.001 -3.326 0.48 -0.29 -2.65 -0.703
O 0.533 -2.918 2.934 0.64 -0.56 -0.28 -0.601
O -1.228 2.471 -2.356 -1.26 2.86 -0.61 -0.717
O -1.511 -0.767 -3.055 0.36 0.73 0.49 -0.636
S -1.710 1.933 2.077 1.30 -0.20 0.21 0.414
C -0.242 0.811 2.135 0.88 -2.85 0.75 0.297
C -1.722 2.646 0.380 2.10 -2.38 -1.53 -1.156
C 1.414 -1.602 0.205 1.84 -4.15 1.77 -1.001
C 1.499 -0.812 -2.178 -1.84 -3.19 1.46 -1.550
C 2.263 -1.010 -0.855 -1.67 0.24 0.62 0.483
C -0.421 -0.667 2.671 -1.11 0.90 -0.17 -0.419
C -2.514 1.671 -0.547 0.04 1.48 0.19 -0.228
C 1.998 -1.442 1.708 -0.74 -0.38 -3.28 -0.091
C 0.440 0.323 -2.134 0.36 0.75 0.74 0.492
C 0.921 -1.549 2.822 0.70 0.01 -0.23 -0.040
C -1.969 1.366 -1.924 1.27 -0.02 0.16 -0.173
C -1.125 0.110 -1.987 2.19 -1.57 1.59 0.360
H 3.345 -2.567 -0.366 -0.29 0.77 -1.25 0.462
H -1.386 -2.206 2.035 -0.32 1.76 -0.85 0.382
H -3.938 2.832 0.027 -0.34 -0.03 -0.03 0.361
H 3.742 -2.269 1.168 -0.18 0.58 0.40 0.388
H -0.136 1.605 -3.391 -0.01 0.86 -0.20 0.379
H 1.320 -3.509 2.734 -1.23 1.25 0.32 0.427
H -1.869 3.254 -2.333 1.39 -1.42 -0.24 0.462
H -0.902 -0.505 -3.777 -0.43 -0.33 0.23 0.545
H 0.666 1.197 2.673 -1.31 0.68 -0.75 0.492
H -0.032 0.484 1.166 0.88 0.50 -2.12 -0.774
H -2.193 3.633 0.358 0.24 -0.20 0.50 0.842
H -0.682 2.714 -0.051 -0.78 0.25 0.95 0.275
H 0.465 -1.283 0.183 -3.53 1.59 -0.11 0.117
H 1.278 -2.725 -0.044 0.28 1.27 0.58 0.377
H 2.189 -0.611 -2.958 0.49 0.25 -0.82 0.366
H 1.021 -1.873 -2.334 0.65 1.93 -0.33 0.158
H 2.347 -0.057 -0.388 1.52 1.59 -0.24 0.361
H -0.953 -0.579 3.627 0.63 -0.49 0.32 0.549
H -2.634 0.724 -0.073 -0.71 -0.84 0.80 0.685
H 2.459 -0.491 1.662 0.13 1.50 0.56 0.593
H 0.857 1.054 -1.435 -0.61 -0.19 1.15 0.356
H 1.447 -1.241 3.748 -0.48 0.02 -0.17 0.346
H -2.725 1.131 -2.639 -1.30 0.13 -0.14 0.484
H -1.284 -0.291 -0.953 0.01 -0.99 -1.17 -0.227
```
Positions in Å, forces in eV/Å.

## Properties
ΔE to the lowest compared entry with this formula, charge and spin: 0.885 eV
E_HOMO: -9.25 eV
HOMO-LUMO gap: 9.63 eV
Total charge: 0

4.
Molecular formula: C12H25BN4O4
Method: DFT, wB97M-V/def2-TZVPD

```
46
Properties=species:S:1:pos:R:3:forces:R:3:mulliken_charge:R:1
C 5.917 -3.353 0.894 0.33 0.03 0.01 -0.672
O 5.904 -1.973 0.529 -0.32 -0.10 0.06 -0.523
B 4.831 -1.532 -0.193 0.00 0.22 0.15 0.620
O 4.810 -1.691 -1.538 -0.22 -0.31 0.03 -0.471
C 3.583 -0.804 0.557 0.38 0.00 -0.36 0.064
C 4.082 0.050 1.621 0.20 0.32 0.32 -0.136
N 4.500 0.720 2.457 -0.14 -0.15 -0.15 -0.536
C 2.580 -1.825 1.140 -0.12 0.15 0.10 0.909
C 2.240 -2.807 0.112 0.07 -0.37 -0.37 -0.266
N 2.030 -3.547 -0.744 -0.05 0.22 0.26 -0.587
C 1.297 -1.175 1.685 -0.47 -0.45 0.28 -0.735
N 0.465 -2.088 2.470 0.21 0.12 -0.21 -0.672
H 5.481 -3.981 0.116 -0.04 -0.02 -0.05 0.319
H 6.951 -3.650 1.042 0.06 -0.01 -0.03 0.273
H 5.389 -3.506 1.836 -0.10 0.02 0.00 0.245
H 3.931 -1.586 -1.923 0.16 0.15 -0.10 0.331
H 3.081 -0.162 -0.171 -0.21 -0.01 0.03 0.191
H 3.064 -2.354 1.964 0.08 -0.06 -0.01 0.460
H 0.671 -0.840 0.863 0.14 0.29 -0.15 0.069
H 1.566 -0.314 2.296 0.12 0.03 0.04 0.600
H 1.024 -2.640 3.110 -0.08 0.03 0.08 0.288
H -0.020 -2.727 1.853 -0.01 -0.06 0.07 0.268
C -3.518 4.545 -0.582 -0.01 0.02 0.07 -0.686
O -4.148 3.470 0.082 0.09 0.01 -0.05 -0.335
C -5.027 2.693 -0.718 -0.16 -0.04 0.05 -0.804
C -4.441 1.343 -1.069 0.10 -0.01 -0.05 -0.155
N -3.330 1.457 -1.999 0.08 0.09 0.12 -0.278
C -2.534 0.252 -2.192 -0.05 0.08 -0.13 -0.934
C -1.903 -0.429 -0.983 0.03 -0.21 -0.01 -0.463
O -0.817 0.268 -0.399 -0.03 0.10 -0.04 -0.412
C -1.174 1.371 0.415 0.16 -0.02 0.03 -0.649
H -3.102 5.198 0.184 0.00 -0.01 0.01 0.234
H -2.699 4.218 -1.233 -0.03 0.01 -0.04 0.280
H -4.232 5.118 -1.180 0.01 0.01 -0.02 0.330
H -5.313 3.243 -1.620 0.06 -0.02 -0.04 0.401
H -5.930 2.526 -0.125 -0.01 0.04 -0.01 0.390
H -5.228 0.738 -1.532 0.01 -0.04 0.01 0.354
H -4.163 0.854 -0.125 -0.06 -0.01 0.01 0.140
H -2.728 2.221 -1.723 -0.02 -0.04 0.03 0.130
H -1.726 0.505 -2.882 -0.02 -0.04 -0.03 0.395
H -3.160 -0.491 -2.698 -0.01 -0.03 0.03 0.405
H -1.482 -1.374 -1.336 0.01 0.00 0.02 0.381
H -2.641 -0.683 -0.212 -0.03 0.10 0.00 0.401
H -2.080 1.170 0.993 -0.03 0.02 -0.02 0.325
H -1.309 2.283 -0.172 -0.08 0.00 0.04 0.157
H -0.350 1.542 1.108 -0.01 -0.03 0.01 0.354
```
Positions in Å, forces in eV/Å.

## Properties
E_HOMO: -8.89 eV
SMILES: COB(O)[C@H](C#N)[C@H](C#N)CN.COCCNCCOC
HOMO-LUMO gap: 9.36 eV
Total charge: 0

5.
Molecular formula: C12H25BiCl2N3
Method: DFT, wB97M-V/def2-TZVPD

```
43
Properties=species:S:1:pos:R:3:forces:R:3:mulliken_charge:R:1
Bi 0.617 -0.299 -0.716 -2.54 -0.46 1.17 0.778
Cl 0.031 -2.571 -1.704 -0.02 -1.62 -0.32 -0.637
Cl 1.222 2.201 0.080 0.15 0.75 0.52 -0.617
C 2.079 0.124 -2.145 -0.12 0.69 -1.70 -1.441
H 2.772 0.959 -1.943 -0.39 -0.72 -0.09 0.415
H 2.500 -0.770 -2.605 0.13 0.28 -0.08 0.507
C -0.528 0.912 -2.525 -2.02 -1.13 4.57 -0.068
C 0.783 0.657 -3.038 4.58 1.37 -3.23 0.490
H -0.634 1.414 -1.545 0.27 1.12 -1.24 0.183
C 0.756 -0.314 -4.275 -0.04 0.15 1.15 -0.578
H 1.167 1.666 -3.312 0.38 -0.03 -1.12 -0.061
C -0.414 -0.020 -5.202 -0.09 -0.08 -0.14 -0.900
H 1.722 -0.287 -4.813 -0.37 0.19 0.18 0.268
H 0.673 -1.323 -3.821 -0.14 0.41 -0.49 0.212
C -1.759 0.096 -4.462 0.28 -0.12 -0.05 -0.556
H -0.205 0.950 -5.677 -0.14 -0.19 -0.22 0.363
H -0.455 -0.804 -5.966 -0.05 0.15 -0.16 0.379
C -1.605 1.249 -3.452 -0.67 -0.65 -1.29 -1.221
H -2.595 0.203 -5.172 0.20 0.22 0.05 0.380
H -1.920 -0.828 -3.899 -0.09 0.01 0.00 0.293
H -1.311 2.118 -4.061 0.13 0.50 -0.28 0.366
H -2.572 1.550 -3.027 0.29 -0.34 0.40 0.292
C 2.403 -0.893 3.881 -0.06 -0.03 -0.26 -1.167
N 0.991 -0.576 4.012 0.03 0.08 1.13 0.148
C 0.511 -0.303 5.347 0.06 0.06 0.47 -0.811
C 0.260 -0.474 2.860 1.74 -0.66 -1.80 0.496
N 0.889 -0.757 1.729 -1.08 -0.15 2.43 -0.497
N -1.042 -0.083 2.842 -0.42 0.14 0.29 0.139
C -1.932 -0.047 3.981 -0.31 0.01 0.29 -0.931
C -1.667 0.202 1.559 0.18 -0.04 -0.52 -0.902
H 2.871 -0.910 4.866 -0.10 0.00 -0.16 0.265
H 2.904 -0.147 3.248 0.05 -0.11 0.24 0.391
H 2.524 -1.876 3.406 0.19 0.05 0.23 0.377
H 0.098 0.709 5.443 0.14 -0.25 0.07 0.291
H -0.239 -1.038 5.667 0.23 0.26 0.11 0.255
H 1.363 -0.384 6.033 -0.31 0.09 -0.14 0.245
H 1.846 -1.034 1.906 -0.27 0.16 -0.17 0.116
H -1.750 0.827 4.622 -0.19 -0.30 -0.04 0.247
H -2.959 0.041 3.603 0.36 -0.09 0.16 0.325
H -1.883 -0.970 4.572 -0.10 0.29 -0.09 0.310
H -1.185 1.074 1.096 -0.11 -0.30 -0.05 0.232
H -1.599 -0.675 0.897 -0.03 0.33 0.09 0.272
H -2.727 0.431 1.708 0.29 -0.03 0.06 0.351
```
Positions in Å, forces in eV/Å.

## Properties
ΔE to the lowest compared entry with this formula, charge and spin: 1.070 eV
E_HOMO (alpha / beta): -1.70 / -1.70 eV
HOMO-LUMO gap (alpha / beta): 4.14 / 4.14 eV
Total charge: -1

6.
Molecular formula: C12H25N5O3
Method: DFT, wB97M-V/def2-TZVPD

```
45
Properties=species:S:1:pos:R:3:forces:R:3:mulliken_charge:R:1
H 1.894 -2.431 -0.579 1.03 -0.41 -0.50 0.210
N 2.389 -1.556 -0.716 0.88 1.55 1.10 -0.439
C 3.623 -1.408 -0.395 -0.12 -0.14 -0.31 0.330
N 4.563 -2.449 -0.190 0.67 -0.49 -0.33 -0.577
N 4.281 -0.183 -0.183 -0.16 -0.97 -0.21 -0.250
C 3.653 1.131 -0.228 -1.83 -0.87 -0.70 -0.703
C 2.677 1.386 0.968 -0.03 -4.06 -0.48 -0.277
C 1.607 2.402 0.881 0.27 1.00 -0.56 -0.897
C 0.602 2.084 -0.213 -0.62 0.66 -0.49 -0.445
N -0.543 3.027 -0.141 -0.24 0.11 0.29 -0.629
C 0.066 0.658 -0.370 0.33 0.16 -0.41 0.381
O 0.020 0.219 -1.518 -0.50 -0.19 0.96 -0.616
N -0.403 -0.003 0.729 -0.57 0.10 -0.66 0.227
C -1.413 -1.076 0.674 -0.73 1.06 2.06 -0.335
C -0.755 -2.381 0.447 0.32 -1.25 -2.51 0.170
O -0.890 -3.339 1.145 0.03 -0.23 0.41 -0.587
O -0.103 -2.469 -0.765 -0.64 -0.73 1.75 -0.577
C -2.690 -0.813 -0.175 1.08 -0.88 -1.55 0.845
C -3.722 -1.905 0.095 0.11 1.04 0.04 -1.836
C -3.226 0.591 -0.044 0.93 0.77 -0.86 0.037
C -4.597 0.841 -0.689 -0.06 -0.76 0.15 -1.552
H 4.199 -3.372 -0.372 -0.44 0.08 0.11 0.266
H 5.432 -2.396 -0.745 -0.73 0.52 0.53 0.241
H 5.123 -0.363 0.349 -0.21 0.60 -0.07 0.266
H 4.391 1.897 -0.403 0.45 0.27 0.39 0.441
H 3.071 1.110 -1.171 0.07 0.09 0.46 0.246
H 2.156 0.330 1.154 1.02 1.98 -0.60 -0.044
H 3.255 1.463 1.848 0.80 0.58 1.14 0.487
H 1.121 2.448 1.837 -0.47 0.07 0.67 0.370
H 2.064 3.413 0.739 -0.66 -0.56 -0.20 0.343
H 1.106 2.189 -1.185 -0.31 0.42 0.26 0.323
H -1.117 2.944 0.711 0.77 -0.15 -0.32 0.278
H -1.223 2.942 -0.894 0.57 -0.16 -0.12 0.376
H -0.334 0.459 1.616 0.11 0.21 0.08 0.392
H -1.754 -1.214 1.714 0.02 0.46 -0.16 0.428
H 0.248 -1.587 -0.925 0.12 0.77 -1.05 0.253
H -2.297 -0.924 -1.219 -0.70 -0.05 0.52 0.194
H -4.202 -1.798 1.068 0.33 -0.14 0.32 0.369
H -4.537 -1.813 -0.603 -0.15 -0.19 -0.51 0.451
H -3.224 -2.840 -0.015 -0.08 -1.00 0.09 0.522
H -3.101 0.866 0.996 -0.68 0.40 0.44 0.402
H -2.496 1.230 -0.592 -0.51 -0.23 0.42 -0.236
H -5.418 0.283 -0.230 0.18 -0.02 0.18 0.368
H -4.601 0.536 -1.742 0.24 0.00 0.10 0.360
H -4.893 1.874 -0.673 0.09 0.58 0.13 0.424
```
Positions in Å, forces in eV/Å.

## Properties
ΔE to the lowest compared entry with this formula, charge and spin: 1.419 eV
E_HOMO: -8.75 eV
SMILES: [H]/N=C(\N)NCCC[C@H](N)C(=O)N[C@H](C(=O)O)[C@@H](C)CC
HOMO-LUMO gap: 9.32 eV
Total charge: 0

Looking at strongest force on any atom for the records above, in order, we have 3.5 9.8 4.9 0.7 5.8 4.1 eV Å⁻¹.